Formula: C17H18ClN3O4S2Y
Source: the OMol25 dataset
Level of theory: wB97M-V/def2-TZVPD

Its energy above the lowest of the compared OMol25 structures with the same formula, charge and spin is 138.4 kJ/mol. Its LUMO energy is 2.633 eV. As for the multiplicity: 1. Its highest occupied orbital energy is -5.20 eV. Its total charge is -1. As for the calculated total energy: -2418.73611 a.u.

Atoms and positions in Å:
Y1 -0.960 0.531 -1.581
C1 -1.697 1.248 1.705
N1 -1.063 0.086 1.048
C2 0.370 0.060 1.421
C3 1.151 -0.872 0.524
N2 1.378 -0.289 -0.822
C4 1.798 -1.388 -1.723
C5 2.397 0.759 -0.745
C6 3.734 0.386 -0.609
C7 4.745 1.325 -0.530
C8 4.415 2.673 -0.584
C9 3.094 3.051 -0.704
C10 2.051 2.115 -0.783
S1 0.407 2.742 -0.891
C11 -1.712 -1.159 1.457
C12 -1.918 -1.396 2.816
C13 -2.537 -2.547 3.265
C14 -2.959 -3.490 2.333
C15 -2.744 -3.271 0.989
C16 -2.110 -2.111 0.511
S2 -1.848 -1.969 -1.219
H1 -1.493 1.264 2.780
H2 -2.771 1.214 1.542
H3 -1.296 2.158 1.261
H4 0.480 -0.255 2.467
H5 0.756 1.076 1.331
H6 0.597 -1.803 0.389
H7 2.115 -1.115 0.985
H8 2.590 -1.993 -1.267
H9 2.138 -0.977 -2.668
H10 0.939 -2.029 -1.910
H11 3.991 -0.664 -0.572
H12 5.775 1.005 -0.436
H13 5.189 3.430 -0.533
H14 2.827 4.099 -0.746
H15 -1.591 -0.663 3.542
H16 -2.691 -2.704 4.325
H17 -3.455 -4.396 2.658
H18 -3.063 -4.001 0.256
O1 -3.602 3.447 -2.382
Cl1 -3.538 2.050 -2.154
O2 -4.814 1.434 -2.201
O3 -2.899 1.784 -0.840
O4 -2.619 1.412 -3.113
N3 0.447 -0.259 -4.814
C17 -0.004 0.001 -3.779

Atomic partial charges in e from the Mulliken method, atoms 1 to 8:
1 Y 0.67
2 C -1.31
3 N 1.00
4 C -1.00
5 C -1.12
6 N 1.18
7 C -1.32
8 C -0.31